The following is a quantum chemistry calculation of a 8-piece molecular cluster, C49H109I2N3O14 overall at a distorted geometry, from OMol25.

The geometry in XYZ format:
```
177
C49H109I2N3O14 | OMol25 | ωB97M-V/def2-TZVPD
C -1.743 -1.991 8.664
C -1.702 -0.846 7.511
N -0.669 -0.042 7.505
C -2.954 -0.789 6.537
C -2.794 0.151 5.251
C -3.062 1.710 5.657
O -3.030 1.952 7.091
C -2.131 2.985 7.453
C -2.170 4.481 6.847
O -1.251 2.789 8.337
O -1.515 0.126 4.602
C -1.492 -0.520 3.321
C -2.397 0.183 2.178
C -2.680 1.742 2.365
O -4.081 2.045 2.696
C -2.032 -2.047 3.346
C -1.053 -3.134 3.975
O -0.999 -4.246 3.011
C -1.636 -3.851 5.325
N -0.808 -5.124 5.477
C 0.060 -0.421 2.821
O 0.272 -0.973 1.519
C 1.491 -1.700 1.326
N 1.457 -3.140 1.728
C 2.828 -1.092 1.946
C 4.190 -1.754 1.420
C 5.348 -0.613 1.493
O 4.159 -2.211 0.051
C 0.545 1.131 2.716
I 0.480 2.228 0.800
C 1.075 1.859 3.812
C 1.280 1.243 5.261
I 1.706 3.942 3.558
H -2.766 -2.508 8.723
H -1.618 -1.412 9.653
H -0.868 -2.716 8.598
H -0.040 -0.327 8.279
H -3.850 -0.444 7.183
H -3.284 -1.824 6.141
H -3.686 -0.110 4.563
H -4.087 2.065 5.279
H -2.222 2.336 5.189
H -2.184 5.199 7.730
H -1.148 4.624 6.331
H -3.015 4.624 6.099
H -2.029 0.013 1.115
H -3.427 -0.346 2.238
H -1.945 2.267 3.067
H -2.515 2.238 1.333
H -4.629 1.712 1.952
H -2.182 -2.322 2.233
H -3.058 -2.165 3.831
H -0.012 -2.777 4.262
H -1.907 -4.614 2.941
H -1.433 -3.244 6.267
H -2.727 -4.135 5.156
H -0.745 -5.230 6.512
H 0.174 -4.903 5.212
H 0.700 -0.870 3.649
H 1.666 -1.735 0.183
H 1.414 -3.251 2.747
H 0.719 -3.655 1.237
H 2.890 0.034 1.683
H 2.807 -1.155 3.086
H 4.491 -2.590 2.132
H 6.385 -1.090 1.521
H 5.156 -0.045 2.478
H 5.212 0.147 0.648
H 3.993 -1.459 -0.568
H 0.853 0.204 5.419
H 2.424 1.152 5.420
H 0.936 2.002 6.057
C -0.197 -7.429 3.766
C -1.435 -8.307 3.793
O -2.215 -8.219 2.608
C -1.582 -8.627 1.405
C -1.167 -10.089 1.407
H -0.457 -6.406 3.498
H 0.291 -7.427 4.743
H 0.530 -7.786 3.030
H -2.080 -7.976 4.611
H -1.175 -9.350 4.003
H -0.731 -7.976 1.180
H -2.311 -8.472 0.605
H -0.359 -10.273 2.120
H -0.813 -10.387 0.417
H -2.007 -10.728 1.691
C -1.758 -2.500 -0.726
C -2.325 -1.725 -1.902
O -1.335 -1.040 -2.657
C -0.344 -1.845 -3.278
C -0.908 -2.816 -4.300
H -1.117 -1.861 -0.114
H -2.566 -2.894 -0.103
H -1.152 -3.347 -1.060
H -3.006 -0.958 -1.521
H -2.920 -2.375 -2.553
H 0.253 -2.368 -2.523
H 0.336 -1.157 -3.788
H -1.511 -3.592 -3.822
H -0.099 -3.310 -4.845
H -1.551 -2.295 -5.015
C 3.781 10.008 0.627
C 3.137 9.130 1.686
O 2.370 8.064 1.145
C 3.074 7.117 0.355
C 4.154 6.374 1.123
H 3.038 10.340 -0.103
H 4.243 10.885 1.087
H 4.559 9.470 0.080
H 2.446 9.739 2.274
H 3.885 8.744 2.387
H 3.484 7.595 -0.541
H 2.332 6.393 0.008
H 4.976 7.038 1.401
H 4.569 5.567 0.515
H 3.747 5.951 2.045
C 4.160 -3.420 -4.971
C 2.936 -4.318 -4.943
O 2.150 -4.238 -6.124
C 2.783 -4.633 -7.332
C 3.219 -6.088 -7.337
H 3.883 -2.396 -5.236
H 4.652 -3.413 -3.996
H 4.890 -3.762 -5.710
H 2.288 -4.000 -4.121
H 3.213 -5.357 -4.737
H 3.622 -3.968 -7.560
H 2.047 -4.486 -8.128
H 4.034 -6.263 -6.630
H 3.572 -6.378 -8.330
H 2.391 -6.741 -7.051
C 2.356 1.079 -6.364
C 1.131 0.182 -6.333
O 0.342 0.262 -7.512
C 0.975 -0.133 -8.720
C 1.411 -1.588 -8.725
H 2.078 2.103 -6.627
H 2.850 1.084 -5.390
H 3.083 0.737 -7.105
H 0.486 0.499 -5.509
H 1.407 -0.859 -6.129
H 1.814 0.532 -8.948
H 0.238 0.015 -9.515
H 2.225 -1.763 -8.018
H 1.764 -1.877 -9.718
H 0.583 -2.241 -8.439
C -2.090 1.913 -3.332
C -3.484 2.076 -2.754
O -4.215 3.150 -3.331
C -4.475 3.057 -4.724
C -5.322 1.854 -5.101
H -1.548 2.863 -3.309
H -1.527 1.170 -2.767
H -2.126 1.583 -4.374
H -3.397 2.302 -1.688
H -4.054 1.143 -2.829
H -3.538 3.074 -5.290
H -5.018 3.967 -4.996
H -4.778 0.919 -4.947
H -5.608 1.903 -6.154
H -6.227 1.812 -4.489
C -1.219 7.915 -1.882
C 0.229 8.100 -2.303
O 0.816 6.922 -2.839
C 0.222 6.403 -4.020
C 0.289 7.359 -5.199
H -1.323 7.045 -1.228
H -1.580 8.801 -1.355
H -1.869 7.753 -2.746
H 0.818 8.363 -1.420
H 0.332 8.933 -3.006
H -0.808 6.089 -3.825
H 0.780 5.497 -4.272
H -0.342 8.236 -5.039
H -0.053 6.865 -6.112
H 1.312 7.715 -5.351
```



The following is a quantum chemistry calculation of C49H111AsF6N9O3P as an isolated structure at a distorted geometry, from OMol25.

The geometry in XYZ format:
```
180
Properties=species:S:1:pos:R:3
As -2.599 0.458 0.510
F -2.911 -1.062 1.249
F -1.297 0.817 1.607
F -2.306 1.988 -0.280
F -3.917 0.139 -0.582
F -3.663 1.330 1.568
F -1.543 -0.303 -0.634
C -1.068 0.959 -4.843
N -1.486 2.297 -4.298
C -2.758 2.088 -3.474
C -0.395 2.756 -3.377
C -1.564 3.325 -5.427
C -2.949 3.442 -6.043
O -3.403 2.189 -6.453
H -0.842 0.341 -3.973
H -0.169 1.025 -5.449
H -1.931 0.581 -5.382
H -3.453 1.658 -4.192
H -2.943 3.138 -3.259
H -2.546 1.367 -2.689
H 0.500 2.779 -3.996
H -0.308 2.096 -2.518
H -0.647 3.763 -3.050
H -0.876 2.960 -6.185
H -1.303 4.295 -5.013
H -2.794 4.172 -6.849
H -3.612 3.993 -5.360
H -4.032 2.250 -7.180
C -0.559 6.492 0.646
N -0.031 5.495 1.646
C 0.050 4.184 0.898
C 1.352 5.937 1.992
C -0.989 5.425 2.806
C -0.336 5.131 4.138
O 0.323 3.857 4.101
H -1.554 6.151 0.360
H 0.003 6.400 -0.282
H -0.516 7.512 1.014
H 0.756 4.292 0.080
H -0.931 3.778 0.677
H 0.563 3.522 1.600
H 1.897 6.126 1.072
H 1.841 5.119 2.514
H 1.309 6.827 2.612
H -1.750 4.682 2.589
H -1.379 6.434 2.945
H -1.159 5.027 4.856
H 0.276 5.935 4.549
H 0.741 3.729 4.960
C -7.512 2.341 1.366
N -7.563 2.987 0.018
C -8.946 2.962 -0.588
C -7.229 4.442 0.253
C -6.474 2.443 -0.870
C -6.593 0.973 -1.239
O -7.792 0.748 -1.962
H -8.213 2.835 2.030
H -6.486 2.424 1.724
H -7.707 1.281 1.215
H -9.551 3.721 -0.100
H -9.384 1.993 -0.365
H -8.886 3.110 -1.659
H -7.988 4.938 0.854
H -7.230 4.969 -0.699
H -6.279 4.456 0.780
H -5.523 2.645 -0.377
H -6.493 3.025 -1.792
H -6.440 0.280 -0.410
H -5.749 0.793 -1.912
H -8.250 -0.016 -1.600
C 1.589 -1.301 2.306
C 1.717 0.188 2.025
N 2.935 0.728 2.662
C 3.964 1.401 2.028
C 4.780 1.878 2.990
N 4.338 1.369 4.194
C 3.249 0.654 3.956
C 4.955 1.674 5.489
H 1.378 -1.516 3.360
H 2.569 -1.771 2.186
H 0.793 -1.813 1.771
H 0.887 0.725 2.480
H 1.715 0.370 0.956
H 3.977 1.534 0.960
H 5.563 2.615 2.941
H 2.634 0.144 4.679
H 4.455 1.138 6.289
H 4.873 2.742 5.681
H 6.007 1.403 5.454
C -7.222 -1.606 3.639
C -5.750 -1.578 3.269
N -4.946 -0.677 4.109
C -5.390 0.472 4.746
C -4.300 1.116 5.201
N -3.198 0.348 4.880
C -3.638 -0.742 4.272
C -1.806 0.777 4.934
H -7.712 -2.268 2.927
H -7.686 -0.628 3.510
H -7.373 -1.971 4.652
H -5.585 -1.190 2.257
H -5.362 -2.595 3.229
H -6.436 0.710 4.698
H -4.186 2.072 5.681
H -3.019 -1.502 3.825
H -1.380 0.540 5.906
H -1.749 1.816 4.623
H -1.230 0.215 4.198
C -2.334 -5.440 -0.994
C -2.305 -3.927 -1.180
N -3.430 -3.580 -2.068
C -3.422 -3.779 -3.428
C -4.683 -3.595 -3.875
N -5.423 -3.175 -2.792
C -4.655 -3.207 -1.711
C -6.869 -2.896 -2.806
H -1.810 -5.996 -1.773
H -3.335 -5.865 -0.931
H -1.800 -5.733 -0.087
H -1.359 -3.640 -1.635
H -2.396 -3.381 -0.243
H -2.552 -4.133 -3.954
H -5.112 -3.646 -4.861
H -4.952 -2.953 -0.709
H -7.211 -2.938 -3.836
H -6.984 -1.870 -2.463
H -7.422 -3.615 -2.209
C 7.347 1.219 0.657
C 7.362 -0.043 1.522
C 6.472 -1.213 1.103
C 6.921 -1.858 -0.208
P 5.870 -3.259 -0.682
C 6.406 -3.962 -2.285
C 5.804 -3.392 -3.545
C 6.379 -3.998 -4.816
C 7.789 -3.543 -5.162
C 4.158 -2.616 -0.822
C 3.970 -1.292 -1.595
C 2.660 -1.300 -2.413
C 1.474 -0.854 -1.579
C 5.901 -4.587 0.524
C 7.256 -5.237 0.785
C 7.137 -6.368 1.801
C 8.379 -7.217 1.976
H 6.805 2.069 1.069
H 6.736 0.866 -0.187
H 8.280 1.598 0.252
H 7.182 0.174 2.583
H 8.363 -0.476 1.638
H 5.444 -0.836 0.963
H 6.369 -1.902 1.943
H 7.883 -2.368 -0.059
H 7.063 -1.166 -1.036
H 6.259 -5.037 -2.148
H 7.490 -3.804 -2.220
H 5.876 -2.297 -3.604
H 4.706 -3.436 -3.539
H 5.758 -3.616 -5.639
H 6.184 -5.069 -4.888
H 8.131 -3.991 -6.090
H 8.503 -3.850 -4.387
H 7.880 -2.457 -5.181
H 3.776 -2.576 0.202
H 3.636 -3.447 -1.309
H 4.860 -1.101 -2.193
H 3.967 -0.476 -0.861
H 2.573 -2.310 -2.808
H 2.831 -0.568 -3.206
H 1.577 0.192 -1.266
H 1.386 -1.377 -0.617
H 0.486 -0.966 -2.025
H 5.102 -5.274 0.225
H 5.533 -4.133 1.457
H 7.986 -4.559 1.241
H 7.678 -5.537 -0.178
H 6.255 -6.990 1.585
H 6.798 -5.926 2.748
H 8.719 -7.619 1.020
H 8.304 -8.030 2.689
H 9.175 -6.532 2.287
```

The value obtained for the relative energy (zero: lowest compared OMol25 entry of this formula, charge and spin) is 4.1 kcal/mol. As for the charge: +6.



no.,E_LUMO (eV)
1,0.03
2,-11.09